Here is C23H22ClN2O2PRe as an isolated structure from the Open Molecules 2025 dataset. Energies are from wB97M-V/def2-TZVPD.

```
52
Properties=species:S:1:pos:R:3
Re -0.763 1.028 -1.749
Cl -0.322 3.115 -2.598
P 0.304 0.800 0.394
O -2.341 1.383 -0.636
O -4.238 0.941 0.419
N -1.101 -0.930 -1.938
N -1.811 -3.162 -2.645
C 0.596 1.657 -3.218
C -2.357 0.341 4.070
C 0.843 4.722 1.006
C -1.814 -3.548 -4.082
C -0.861 0.587 1.745
C -1.434 -1.988 -2.300
C -0.972 0.241 4.129
C 0.982 -1.828 0.852
C 1.779 -2.953 0.702
C 2.524 2.509 0.735
C 3.060 3.771 0.943
C -3.050 0.988 0.441
C 2.956 -2.883 -0.032
C 3.336 -1.693 -0.639
C -0.225 0.362 2.971
C 2.226 4.873 1.070
C 1.384 -0.618 0.279
C 1.139 2.361 0.658
C -2.254 0.706 1.685
C -2.988 0.571 2.859
C 0.295 3.470 0.804
C -2.169 -4.172 -1.622
C 2.549 -0.562 -0.495
H -1.813 -2.657 -4.704
H 1.487 -3.884 1.171
H 0.195 5.580 1.124
H 0.069 -1.887 1.430
H 2.652 5.854 1.236
H -2.721 -4.114 -4.273
H -4.064 0.662 2.797
H -0.941 -4.159 -4.305
H -2.424 -3.677 -0.689
H 4.134 3.891 1.017
H -2.945 0.247 4.973
H 1.658 1.801 -3.051
H -1.335 -4.854 -1.469
H 3.184 1.655 0.675
H -3.033 -4.722 -1.984
H 2.838 0.354 -0.995
H -0.783 3.351 0.777
H -0.474 0.072 5.074
H 3.580 -3.761 -0.138
H 4.243 -1.647 -1.226
H 0.855 0.288 3.025
H 0.366 1.521 -4.271
```

The LUMO energy (spin up / spin down) is -7.59 / -8.17 eV. For the total energy, the calculation gives -2028.85679 Eh. The charge is +2. The spin multiplicity is 4. As for the energy relative to the best compared isomer or geometry (same formula, charge and spin): 27.3 kJ/mol.